C8H18Cl2O3PSTm | the ωB97M-V functional and the def2-TZVPD basis

Calculated values
Frontier orbital gap (alpha / beta): 0.290 / 0.291 Ha
Electronic energy: -3285.9676 Eh
Highest occupied orbital energy (alpha / beta): -15.607 / -15.633 eV
Net charge: +2
LUMO (alpha / beta): -7.71 / -7.71 eV
2S+1: 3

Each line ends with the Löwdin spin population.
Positions of all 34 atoms, in Å:
C 0.5725 -3.6877 -1.4561  0.000
H -0.1492 -1.2627 -3.5889  0.000
O -2.5987 0.8934 0.1471  0.000
H -1.8282 0.9455 4.6523  0.000
H 2.1439 1.9783 -2.2566  0.000
H -2.2387 0.4624 -2.8308  0.000
H 0.5343 -1.3649 4.6138  0.000
C -1.4696 1.1538 0.0676  -0.001
C -0.1554 -2.6001 -0.9573  0.000
H 1.5629 -0.8351 -3.2866  0.000
Cl 1.1764 3.3742 1.4424  -0.004
H -0.0176 0.9202 4.6865  0.000
C -0.4013 -1.7377 4.1856  0.000
P 0.0566 0.7607 -2.1905  -0.001
Cl 1.9442 -1.0489 -0.4557  -0.001
H 1.2472 -4.0248 -0.6445  0.000
C -1.5073 1.2646 -2.9805  0.000
H -0.0906 -4.4803 -1.8500  0.000
S -0.9973 -0.5184 3.0177  0.000
C -0.9109 0.9556 4.0508  0.000
Tm 0.9316 1.0537 0.6857  2.008
H -1.1604 -1.9016 4.9619  0.000
C 0.5662 -0.4289 -3.5084  0.000
H 1.2401 -3.3343 -2.2617  0.000
C 1.1331 2.1517 -2.6401  0.000
O -0.9956 -1.8868 -0.5682  0.000
H -1.3683 1.4364 -4.0564  0.000
H -1.8879 2.1724 -2.5038  0.000
H 1.1590 2.2145 -3.7317  0.000
H -0.8762 1.8364 3.3985  0.000
H 0.7424 3.0756 -2.2094  0.000
O 0.2461 -0.3500 2.0942  -0.002
H 0.5910 0.1160 -4.4694  0.000
H -0.2398 -2.6622 3.6171  0.000

Cartesian forces, eV/Å:
C 1.3 -0.9 -0.6
H 0.1 0.3 -0.1
O 4.4 1.0 -0.9
H 0.2 0.2 0.0
H 0.0 0.1 -0.2
H 0.0 0.2 -0.1
H -0.2 -0.1 -0.1
C -4.9 -0.8 1.7
C -4.2 4.0 2.2
H -0.2 0.1 -0.2
Cl -0.1 -0.7 -0.2
H -0.2 0.0 -0.2
C -0.1 -0.1 0.0
P -0.1 0.1 -1.6
Cl 0.5 -0.2 0.2
H -0.3 -0.1 -0.2
C -0.3 0.1 0.4
H 0.1 0.3 0.4
S 0.5 0.3 0.8
C -0.2 -0.3 0.1
Tm 0.4 -0.1 -1.1
H 0.2 0.1 -0.2
C 0.3 -0.4 0.4
H -0.2 0.0 0.2
C 0.2 0.1 0.2
O 3.6 -3.4 -1.8
H 0.0 0.0 0.3
H -0.1 0.0 -0.2
H 0.1 0.2 0.2
H -0.2 -0.2 0.1
H 0.1 0.1 -0.1
O -0.5 0.1 0.1
H -0.1 -0.3 0.5
H -0.1 0.2 0.2